The following is a DFT calculation (the ωB97M-V functional and the def2-TZVPD basis) of a structure of composition C28H47N9O3PPbSTe.

XYZ file:
```
91
Properties=species:S:1:pos:R:3
Pb -0.387 0.416 -0.036
C 0.000 0.985 4.657
C 0.268 0.931 3.188
N -0.535 0.314 2.401
N -1.523 -0.380 2.971
C -2.524 -0.753 2.216
N -3.439 -1.538 2.780
S -2.806 -0.249 0.575
C 1.426 1.595 2.557
C 2.430 2.196 3.307
C 3.479 2.828 2.661
C 3.499 2.862 1.277
C 2.471 2.233 0.602
N 1.468 1.611 1.224
H -0.310 -0.003 4.996
H -0.841 1.660 4.842
H 0.850 1.321 5.243
H -3.235 -1.922 3.689
H -4.179 -1.931 2.226
H 2.404 2.166 4.385
H 4.271 3.288 3.239
H 4.287 3.362 0.730
H 2.453 2.221 -0.479
C 5.818 -0.025 0.268
C 4.486 -0.114 -0.336
N 3.441 -0.187 -0.806
H 6.006 -0.905 0.880
H 5.881 0.866 0.892
H 6.572 0.032 -0.514
C -3.329 1.994 -2.653
N -3.684 0.675 -3.144
C -5.037 0.298 -2.756
C -2.743 -0.364 -2.747
C -1.317 -0.056 -3.126
C -1.046 0.034 -4.499
C 0.226 0.251 -4.993
C 1.299 0.357 -4.120
C 1.084 0.289 -2.751
C -0.213 0.115 -2.301
H -4.134 2.689 -2.888
H -2.430 2.344 -3.160
H -3.157 2.024 -1.561
H -5.737 1.058 -3.100
H -5.148 0.188 -1.666
H -5.303 -0.650 -3.224
H -3.029 -1.275 -3.278
H -2.804 -0.590 -1.685
H -1.889 -0.080 -5.171
H 0.384 0.318 -6.061
H 2.307 0.493 -4.492
H 1.917 0.350 -2.075
C -0.835 5.539 -1.741
N -0.110 4.414 -1.138
C 0.247 3.393 -2.103
C -0.548 3.990 0.096
N -0.970 2.765 0.309
N -0.526 4.925 1.079
C 0.386 6.066 1.056
C -1.095 4.627 2.384
H -1.685 5.174 -2.326
H -0.169 6.092 -2.401
H -1.210 6.211 -0.975
H 0.685 3.880 -2.973
H -0.609 2.798 -2.427
H 0.991 2.721 -1.685
H -1.215 2.642 1.286
H 0.964 6.069 0.139
H 1.074 5.993 1.902
H -0.163 7.005 1.139
H -2.045 4.103 2.286
H -1.290 5.565 2.899
H -0.412 4.030 3.000
C 2.608 -1.678 4.519
C 2.948 -2.216 3.150
O 2.073 -1.654 2.148
P 0.944 -2.593 1.457
O 0.333 -1.655 0.401
Te -0.367 -3.801 2.984
O 1.778 -3.723 0.689
C 2.570 -3.433 -0.483
C 4.036 -3.433 -0.116
H 3.311 -2.073 5.255
H 1.599 -1.982 4.798
H 2.670 -0.585 4.526
H 2.880 -3.304 3.133
H 3.964 -1.935 2.866
H 2.264 -2.477 -0.906
H 2.351 -4.219 -1.202
H 4.271 -2.571 0.509
H 4.650 -3.395 -1.020
H 4.288 -4.339 0.437
```

Properties
Total charge: +1
Energy relative to the best compared isomer or geometry (same formula, charge and spin) (eV): 0.350